Record 1
Here is a 13-piece molecular cluster, C32H29Cl48F3N2O3P2 overall at a distorted geometry from the Open Molecules 2025 dataset. Energies are from wB97M-V/def2-TZVPD.

Results
- LUMO level (eV) = -0.38
- energy above the lowest of the compared OMol25 structures with the same formula, charge and spin (kcal/mol) = 25.7
- total charge = 0

Structure (XYZ):
```
119
C32H29Cl48F3N2O3P2 (wB97M-V/def2-TZVPD)
C 4.583 1.368 2.940
O 5.192 0.701 1.839
C 4.316 -0.262 1.274
C 2.974 0.345 0.830
N 1.900 -0.177 1.347
C 0.785 0.475 0.906
C -0.467 0.016 1.383
C -0.533 -1.199 2.321
C -0.538 -2.471 1.415
C -1.739 -2.578 0.458
C -3.070 -2.619 1.300
C -1.643 -3.866 -0.407
C -1.633 0.600 1.029
C -1.624 1.726 0.154
P -3.270 2.491 -0.220
C -4.571 1.442 0.588
C -3.227 4.085 0.762
C -0.443 2.212 -0.356
P -0.564 3.691 -1.472
C -1.643 3.160 -2.923
O 0.880 4.068 -2.189
C 0.774 1.560 0.022
N 1.936 2.029 -0.513
C 3.013 1.426 -0.106
C 4.327 1.935 -0.688
O 5.107 0.902 -1.292
C 4.838 0.736 -2.589
F 3.587 0.317 -2.816
F 5.639 -0.267 -3.026
F 5.125 1.800 -3.344
H 5.317 1.611 3.714
H 4.065 2.266 2.566
H 3.828 0.711 3.402
H 4.117 -1.007 2.064
H 4.770 -0.797 0.433
H 0.338 -1.118 2.982
H -1.444 -1.099 2.950
H -0.417 -3.379 2.037
H 0.371 -2.395 0.791
H -1.777 -1.737 -0.244
H -3.728 -1.798 0.993
H -2.858 -2.597 2.376
H -3.554 -3.589 1.122
H -2.628 -4.269 -0.672
H -1.132 -3.646 -1.357
H -1.081 -4.661 0.107
H -2.549 0.198 1.452
H -4.463 1.402 1.684
H -5.563 1.866 0.363
H -4.571 0.421 0.183
H -3.432 4.959 0.133
H -2.262 4.221 1.266
H -3.991 4.082 1.558
H -1.854 2.094 -2.800
H -1.092 3.394 -3.838
H -2.551 3.761 -2.840
H 1.078 3.512 -2.956
H 4.086 2.734 -1.402
H 4.864 2.425 0.132
C -2.692 -1.972 5.921
Cl -2.682 -2.279 7.662
Cl -1.760 -3.218 5.099
Cl -4.356 -1.999 5.325
Cl -1.967 -0.378 5.581
C -2.533 -6.968 3.532
Cl -4.043 -6.180 4.010
Cl -1.331 -5.733 3.133
Cl -1.937 -7.962 4.866
Cl -2.820 -7.987 2.117
C 5.388 -2.301 -6.589
Cl 5.198 -1.307 -8.044
Cl 6.771 -3.388 -6.795
Cl 5.652 -1.261 -5.185
Cl 3.922 -3.246 -6.325
C -4.696 1.633 8.778
Cl -3.607 2.432 9.918
Cl -3.753 0.888 7.482
Cl -5.617 0.378 9.625
Cl -5.813 2.823 8.093
C 0.207 -3.600 -8.228
Cl 1.723 -3.694 -9.134
Cl -0.140 -5.164 -7.489
Cl 0.350 -2.384 -6.949
Cl -1.106 -3.153 -9.325
C 1.362 -3.511 -2.369
Cl -0.304 -3.387 -2.957
Cl 2.118 -4.957 -3.050
Cl 2.268 -2.078 -2.866
Cl 1.356 -3.621 -0.604
C -7.081 4.218 3.185
Cl -8.578 4.980 3.733
Cl -5.917 5.461 2.716
Cl -6.405 3.236 4.493
Cl -7.412 3.189 1.789
C -3.226 -6.759 -5.475
Cl -3.309 -6.587 -7.235
Cl -2.420 -8.280 -5.070
Cl -2.311 -5.408 -4.787
Cl -4.863 -6.762 -4.807
C 8.952 2.066 -3.486
Cl 8.517 1.716 -1.809
Cl 10.714 2.158 -3.631
Cl 8.339 0.782 -4.535
Cl 8.244 3.614 -3.968
C -5.336 -2.267 13.300
Cl -5.419 -1.233 11.864
Cl -3.916 -3.315 13.188
Cl -5.211 -1.257 14.745
Cl -6.796 -3.261 13.399
C 8.998 7.864 -4.572
Cl 8.924 8.102 -6.322
Cl 9.807 6.333 -4.219
Cl 9.898 9.196 -3.833
Cl 7.357 7.825 -3.912
C -1.721 5.349 -6.562
Cl -1.311 5.856 -4.917
Cl -2.074 3.615 -6.579
Cl -3.142 6.243 -7.117
Cl -0.358 5.681 -7.637
```



Record 2
Here is C32H29F9KLiMgNNaO15PS2 as an isolated structure at a distorted geometry from the Open Molecules 2025 dataset. Energies are from wB97M-V/def2-TZVPD.

Results
- LUMO level (eV) = -2.08
- total charge = -1

Structure (XYZ):
```
93
C32H29F9KLiMgNNaO15PS2 (wB97M-V/def2-TZVPD)
C 5.340 -0.713 0.112
C 5.357 0.059 -0.967
C 5.222 0.943 -2.329
C 3.916 0.393 -3.121
C 3.210 1.664 -3.906
C 1.970 2.320 -3.079
C 0.804 2.743 -3.858
C -0.435 3.334 -2.956
O -1.123 4.367 -3.300
C -0.687 2.522 -1.554
C -2.228 2.161 -1.084
F -2.316 1.895 0.350
F -3.104 3.276 -1.435
C -2.643 0.818 -1.990
C -3.991 0.660 -2.849
C -4.196 -0.695 -3.709
C -3.164 -1.877 -3.772
C -1.836 -1.756 -2.916
C -0.655 -2.928 -2.910
F -0.663 -3.684 -1.693
F -0.686 -3.748 -4.096
F 0.629 -2.182 -2.993
C -1.598 -0.395 -2.027
C 0.484 2.098 -0.759
C 1.934 2.505 -1.436
O 2.919 2.955 -0.758
H 5.013 -1.522 0.867
H 6.131 0.731 -3.027
H 5.114 2.071 -2.091
H 4.281 -0.370 -3.925
H 3.173 -0.182 -2.435
H 3.963 2.459 -4.250
H 2.740 1.191 -4.865
H 0.721 2.642 -4.996
H -4.796 1.488 -2.861
H -5.154 -0.774 -4.343
H -3.320 -2.834 -4.408
H -0.593 -0.377 -1.416
H 0.413 1.505 0.219
C -3.617 -2.498 2.113
C -3.752 -2.248 0.618
O -4.532 -1.070 0.405
O -4.908 -2.636 2.697
H -3.046 -3.408 2.311
H -3.123 -1.652 2.603
H -4.281 -3.074 0.138
H -2.775 -2.122 0.142
H -3.997 -0.314 0.693
H -5.482 -2.007 2.227
K 0.869 -0.454 -2.474
N -1.936 5.677 2.137
C -1.664 4.466 1.568
C -0.739 3.823 2.364
C -0.451 4.684 3.457
C -1.208 5.818 3.289
H -2.579 6.364 1.765
H -2.146 4.164 0.653
H -0.317 2.842 2.180
H 0.232 4.493 4.275
H -1.291 6.713 3.889
F -1.941 -7.993 5.317
C -2.321 -7.669 4.072
C -1.738 -8.316 2.992
C -2.136 -7.984 1.700
C -3.105 -7.002 1.503
C -3.680 -6.356 2.595
C -3.290 -6.695 3.887
H -0.980 -9.071 3.165
H -1.692 -8.489 0.848
H -3.412 -6.740 0.495
H -4.432 -5.588 2.439
H -3.734 -6.209 4.749
O 1.311 2.593 6.297
P 2.018 3.930 6.544
O 3.099 3.745 7.616
O 0.992 4.967 7.016
O 2.670 4.420 5.247
Na -5.032 2.543 -1.385
Li 5.933 -3.011 -0.759
O -5.029 4.715 3.745
S -5.376 6.142 3.561
O -6.663 6.417 4.220
O -5.481 6.436 2.119
O -4.319 6.978 4.160
Mg -1.803 2.306 3.891
C 10.957 -1.928 -3.193
F 11.362 -1.596 -1.938
F 11.732 -1.201 -4.039
F 11.324 -3.225 -3.372
S 9.136 -1.648 -3.462
O 8.925 -0.222 -3.230
O 8.466 -2.500 -2.476
O 8.883 -2.052 -4.841
```



Record 3
Here is C32H29FeIN4PS as an isolated structure from the Open Molecules 2025 dataset. Energies are from wB97M-V/def2-TZVPD.

Results
- LUMO level (spin up / spin down) (eV) = -2.89 / -3.23
- energy above the lowest of the compared OMol25 structures with the same formula, charge and spin (kcal/mol) = 4.3
- total charge = +1
- 2S+1 = 5

Structure (XYZ):
```
69
C32H29FeIN4PS (wB97M-V/def2-TZVPD)
Fe -0.126 0.972 -0.570
C -5.849 2.470 1.289
C -5.005 1.289 1.739
N -4.237 0.695 0.653
C -3.039 1.180 0.254
S -2.372 0.445 -1.198
N -2.496 2.145 0.954
N -1.259 2.449 0.422
C -0.898 3.670 0.323
C -1.675 4.846 0.803
C 0.364 3.860 -0.458
C 1.021 5.075 -0.537
C 2.169 5.173 -1.312
C 2.621 4.058 -1.994
C 1.904 2.880 -1.876
N 0.802 2.779 -1.133
H -6.398 2.890 2.131
H -6.575 2.174 0.531
H -5.216 3.251 0.868
H -5.627 0.500 2.166
H -4.296 1.593 2.506
H -4.730 0.158 -0.041
H -2.523 4.516 1.396
H -2.038 5.420 -0.052
H -1.053 5.508 1.406
H 0.646 5.934 -0.001
H 2.697 6.115 -1.380
H 3.505 4.091 -2.615
H 2.219 1.983 -2.396
I 1.711 1.035 1.678
C 3.312 0.130 0.671
C 4.462 0.869 0.734
C 5.691 0.331 0.302
C 5.729 -0.961 -0.118
C 4.551 -1.745 -0.193
C 4.670 -3.104 -0.577
C 3.577 -3.907 -0.646
C 2.306 -3.346 -0.429
C 2.122 -2.029 -0.090
P 0.383 -1.440 -0.207
C -0.313 -2.395 -1.580
C -1.021 -3.579 -1.408
C -1.531 -4.251 -2.510
C -1.333 -3.747 -3.787
C -0.620 -2.568 -3.965
C -0.117 -1.894 -2.865
C -0.431 -2.016 1.306
C 0.322 -2.409 2.410
C -0.308 -2.761 3.594
C -1.692 -2.726 3.682
C -2.447 -2.337 2.583
C -1.823 -1.977 1.400
C 3.276 -1.198 0.130
H 4.443 1.863 1.160
H 6.589 0.929 0.359
H 6.667 -1.422 -0.398
H 5.657 -3.489 -0.799
H 3.667 -4.951 -0.911
H 1.441 -3.977 -0.591
H -1.182 -3.979 -0.415
H -2.085 -5.170 -2.370
H -1.737 -4.270 -4.643
H -0.467 -2.171 -4.960
H 0.429 -0.968 -3.017
H 1.402 -2.454 2.347
H 0.284 -3.066 4.446
H -2.183 -3.006 4.604
H -3.527 -2.309 2.646
H -2.413 -1.656 0.552
```